# 1
{"formula": "C4H14O3", "method": "ωB97M-V/def2-TZVPD", "symbols": ["C", "C", "C", "C", "H", "H", "H", "H", "H", "H", "H", "H", "O", "H", "H", "O", "H", "H", "O", "H", "H"], "xyz": [[-0.915, 2.550, -0.325], [-1.628, 1.250, -0.069], [-1.017, 0.088, 0.145], [-1.589, -1.152, 0.731], [0.035, 2.382, -0.816], [-1.590, 3.203, -0.878], [-0.740, 3.034, 0.632], [-2.660, 1.389, 0.273], [-0.061, -0.011, -0.351], [-2.405, -0.895, 1.383], [-0.807, -1.725, 1.228], [-1.925, -1.806, -0.082], [2.269, -0.869, -0.170], [2.752, -1.703, -0.231], [1.733, -0.880, -0.974], [1.041, -1.417, -2.787], [0.940, -1.723, -3.695], [0.139, -1.431, -2.441], [1.932, 0.125, 3.054], [1.848, 0.072, 2.094], [2.648, -0.483, 3.280]], "lowdin_charge": [-0.1039, -0.1775, -0.2006, -0.0951, 0.0700, 0.0648, 0.0746, 0.1027, 0.0654, 0.0692, 0.0721, 0.0731, -0.0597, 0.0478, -0.0163, -0.0482, 0.0538, 0.0428, -0.0697, 0.0015, 0.0331], "multiplicity": 1, "de_lowest_kj_mol": 109.87, "smiles": "C/C=C/C.O.O.O", "orbital_gap_ha": 0.3457}

# 2
{"formula": "C19H24N2O9RuSSi", "method": "ωB97M-V/def2-TZVPD", "symbols": ["Ru", "O", "C", "C", "C", "C", "C", "C", "C", "O", "N", "O", "O", "H", "H", "H", "H", "O", "S", "O", "O", "O", "C", "N", "C", "C", "C", "O", "H", "H", "H", "H", "H", "H", "H", "H", "H", "C", "Si", "C", "C", "C", "C", "C", "C", "C", "H", "H", "H", "H", "H", "H", "H", "H", "H", "H", "H"], "xyz": [[0.067, 0.898, 0.005], [0.008, 2.809, 0.893], [-0.246, 3.064, 2.157], [-0.138, 2.192, 3.254], [-0.262, 2.708, 4.563], [-0.056, 1.907, 5.674], [0.269, 0.561, 5.555], [0.342, 0.017, 4.279], [0.108, 0.772, 3.127], [0.089, 0.165, 1.963], [-0.177, 2.495, 6.999], [-0.537, 3.659, 7.091], [0.048, 1.799, 7.976], [-0.501, 4.100, 2.392], [-0.497, 3.755, 4.699], [0.439, -0.030, 6.442], [0.564, -1.036, 4.139], [1.558, -1.812, -2.729], [1.063, -0.834, -1.809], [-0.265, -0.278, -2.105], [0.780, -1.573, -0.397], [1.982, 0.253, -1.446], [-4.274, 1.427, -3.355], [-3.458, 1.858, -2.230], [-3.081, 3.262, -2.102], [-2.906, 0.978, -1.371], [-3.209, -0.482, -1.563], [-2.178, 1.380, -0.461], [-4.623, 2.309, -3.884], [-5.149, 0.864, -3.027], [-3.712, 0.810, -4.059], [-3.853, 3.879, -2.559], [-2.125, 3.461, -2.591], [-2.976, 3.520, -1.053], [-4.283, -0.670, -1.604], [-2.764, -1.029, -0.737], [-2.750, -0.834, -2.488], [3.069, -3.326, -0.347], [1.895, -2.320, 0.667], [0.793, -3.370, 1.712], [2.864, -1.171, 1.760], [3.240, -1.668, 3.010], [3.965, -0.893, 3.907], [4.314, 0.406, 3.571], [3.948, 0.918, 2.332], [3.240, 0.134, 1.433], [3.695, -3.930, 0.318], [3.717, -2.677, -0.942], [2.532, -3.982, -1.036], [1.365, -4.095, 2.302], [0.094, -3.922, 1.078], [0.223, -2.732, 2.393], [2.946, -2.672, 3.306], [4.230, -1.296, 4.877], [4.854, 1.023, 4.277], [4.200, 1.938, 2.068], [2.967, 0.557, 0.472]], "lowdin_spin": [3.4238, 0.3443, 0.3096, 0.0524, 0.1504, 0.0182, 0.1271, 0.0284, 0.0798, 0.2056, -0.0043, -0.0147, -0.0010, 0.0206, 0.0061, 0.0085, -0.0015, 0.0044, 0.0076, 0.0586, 0.0319, 0.0579, 0.0012, 0.0085, 0.0007, 0.0131, 0.0000, 0.0484, 0.0001, 0.0002, 0.0003, 0.0000, 0.0004, 0.0001, 0.0002, -0.0005, 0.0002, 0.0008, 0.0023, 0.0002, 0.0008, -0.0003, 0.0006, 0.0003, 0.0009, 0.0043, 0.0001, 0.0000, 0.0000, 0.0000, 0.0000, 0.0001, 0.0000, 0.0002, 0.0000, 0.0000, 0.0031], "charge": -1, "multiplicity": 6, "s_squared": 8.788, "de_lowest_kj_mol": 18.26, "orbital_gap_ha": [0.1622, 0.2643]}

# 3
{"formula": "C27H39F5NO12PS5", "method": "ωB97M-V/def2-TZVPD", "symbols": ["C", "C", "P", "C", "C", "C", "S", "O", "O", "C", "F", "F", "C", "F", "F", "F", "C", "O", "C", "S", "C", "N", "C", "C", "O", "C", "C", "O", "C", "O", "H", "H", "H", "H", "H", "H", "H", "H", "H", "H", "H", "H", "H", "H", "H", "O", "S", "O", "C", "C", "C", "C", "H", "H", "H", "H", "H", "H", "H", "H", "O", "S", "O", "C", "C", "C", "C", "H", "H", "H", "H", "H", "H", "H", "H", "O", "S", "O", "C", "C", "C", "C", "H", "H", "H", "H", "H", "H", "H", "H"], "xyz": [[-2.688, 1.516, 0.334], [-1.545, 0.747, -0.536], [-1.432, 1.423, -2.298], [-1.045, -0.099, -3.376], [0.005, 2.612, -2.535], [0.125, 3.369, -3.728], [-0.850, 3.201, -5.272], [-1.040, 4.605, -5.811], [-2.217, 2.613, -5.153], [0.272, 2.365, -6.524], [1.588, 2.332, -5.949], [0.359, 3.135, -7.720], [-0.106, 0.877, -6.958], [-1.462, 0.637, -7.196], [0.543, 0.655, -8.216], [0.458, -0.119, -6.104], [1.274, 4.515, -3.716], [1.087, 5.694, -4.058], [2.692, 4.000, -3.149], [4.309, 4.585, -3.874], [2.631, 3.063, -2.061], [3.889, 2.445, -1.626], [4.244, 1.257, -2.445], [3.166, 0.266, -3.080], [5.462, 1.045, -2.667], [3.959, 2.183, -0.173], [3.372, 0.814, 0.463], [4.511, 3.044, 0.561], [1.176, 2.788, -1.433], [0.917, 2.731, -0.218], [-2.737, 1.072, 1.391], [-2.449, 2.634, 0.335], [-3.718, 1.295, -0.126], [-1.944, -0.334, -0.639], [-0.557, 0.658, 0.020], [-1.715, -0.036, -4.295], [0.075, -0.032, -3.623], [-1.171, -1.071, -2.779], [4.895, 5.345, -2.845], [2.123, 0.483, -2.667], [3.421, -0.813, -2.814], [3.141, 0.439, -4.208], [4.138, -0.035, 0.456], [3.000, 1.088, 1.506], [2.481, 0.525, -0.207], [-2.699, -2.784, 1.467], [-2.036, -2.057, 2.527], [-1.360, -0.802, 2.296], [-3.181, -1.855, 3.877], [-2.978, -3.107, 4.724], [-1.466, -3.331, 4.788], [-0.921, -3.175, 3.370], [-4.211, -1.754, 3.497], [-2.893, -0.957, 4.427], [-3.412, -2.991, 5.720], [-3.459, -3.966, 4.243], [-1.014, -2.578, 5.441], [-1.219, -4.312, 5.199], [0.085, -2.753, 3.369], [-0.925, -4.125, 2.832], [-5.255, -0.345, 3.464], [-5.921, 0.401, 2.408], [-5.210, 1.049, 1.325], [-7.195, -0.635, 1.713], [-8.417, -0.359, 2.579], [-8.440, 1.157, 2.794], [-7.020, 1.589, 3.170], [-6.879, -1.678, 1.734], [-7.361, -0.314, 0.683], [-9.333, -0.715, 2.105], [-8.316, -0.867, 3.544], [-8.742, 1.652, 1.866], [-9.156, 1.445, 3.567], [-6.790, 2.587, 2.796], [-6.863, 1.551, 4.249], [4.592, -1.714, 2.093], [5.351, -2.835, 2.601], [4.851, -3.690, 3.653], [5.853, -3.850, 1.222], [7.186, -3.256, 0.784], [7.955, -2.964, 2.074], [6.991, -2.264, 3.034], [5.092, -3.821, 0.443], [5.979, -4.871, 1.588], [7.733, -3.939, 0.131], [7.018, -2.324, 0.234], [8.296, -3.906, 2.515], [8.839, -2.351, 1.887], [7.200, -2.521, 4.073], [7.016, -1.181, 2.906]], "lowdin_charge": [-0.1696, -0.4162, 1.0004, -0.2683, -0.2323, -0.1980, 0.8149, -0.3048, -0.3199, -0.3056, 0.0374, 0.0768, -0.3329, 0.1187, 0.0779, 0.0753, -0.2946, 0.0952, -0.3632, 0.7566, -0.1305, 0.0151, -0.3641, 0.0104, 0.0656, -0.3363, 0.0108, 0.0701, -0.2300, 0.0822, 0.0571, 0.0768, 0.0571, 0.0804, 0.0644, 0.0360, 0.0214, 0.0587, -0.0821, 0.0583, 0.1045, 0.0995, 0.0758, 0.1082, 0.0742, -0.3275, 0.6692, -0.3292, -0.2512, -0.2178, -0.2210, -0.2253, 0.0665, 0.1141, 0.1165, 0.1190, 0.1184, 0.1138, 0.1047, 0.1050, -0.3443, 0.7269, -0.3312, -0.2229, -0.2213, -0.2147, -0.2168, 0.1128, 0.1133, 0.1180, 0.1205, 0.1199, 0.1165, 0.1076, 0.1071, -0.3311, 0.6708, -0.3245, -0.2345, -0.2234, -0.2175, -0.2220, 0.1083, 0.1095, 0.1174, 0.1205, 0.1184, 0.1169, 0.1052, 0.1082], "multiplicity": 1, "smiles": "CCP(C)C1=C(S(=O)(=O)C(F)(F)C(F)(F)F)C(=O)C(S)=C(N(C(C)=O)C(C)=O)C1=O.O=S1(=O)CCCC1.O=S1(=O)CCCC1.O=S1(=O)CCCC1", "orbital_gap_ha": 0.2406}

# 4
{"formula": "C2H6O2P3", "method": "ωB97M-V/def2-TZVPD", "symbols": ["C", "C", "O", "O", "P", "P", "P", "H", "H", "H", "H", "H", "H"], "xyz": [[-0.529, 2.203, -1.825], [-0.092, -0.439, 0.326], [-1.682, 2.166, -1.734], [0.603, 2.214, -1.896], [-0.975, 0.413, 1.730], [1.703, -0.717, 0.743], [-1.136, -1.852, 0.027], [0.123, 1.176, 2.269], [-1.217, 1.475, 0.831], [2.167, -1.537, -0.244], [2.077, 0.290, -0.033], [-0.742, -2.994, 0.805], [-0.298, -2.398, -1.000]], "lowdin_charge": [-0.4819, -1.3192, 0.1670, 0.2029, 0.5140, 0.5670, 0.4516, -0.1651, -0.1840, -0.1873, -0.2112, -0.1944, -0.1595], "charge": -1, "multiplicity": 1, "de_lowest_kj_mol": 83.52, "orbital_gap_ha": 0.2058}